No. 1
A structure of composition C10H40FeO18S2. Source: OMol25; level of theory: ωB97M-V/def2-TZVPD.

Geometry as XYZ:
```
71
Properties=species:S:1:pos:R:3
Fe 0.394 1.682 -1.555
S 1.484 2.151 -4.006
O 1.295 0.970 -3.146
O 0.940 2.979 -2.941
O 2.866 2.582 -4.293
O 0.618 1.994 -5.163
S -0.065 -0.204 0.286
O 0.660 -0.155 -0.959
O -1.237 -1.037 0.215
O 0.727 -0.396 1.475
O -0.356 1.214 0.166
C -0.160 2.166 3.338
O 0.271 0.858 3.700
H -1.200 2.145 3.015
H -0.071 2.807 4.216
H 0.413 2.636 2.539
H 0.389 0.327 2.909
C 2.644 -2.220 -3.826
O 3.056 -1.149 -3.006
H 1.708 -2.671 -3.496
H 2.448 -1.863 -4.837
H 3.478 -2.911 -3.952
H 2.357 -0.492 -2.956
C 3.487 0.021 3.394
O 3.222 0.162 2.003
H 2.815 0.547 4.071
H 3.332 -0.989 3.772
H 4.489 0.383 3.624
H 2.311 -0.103 1.853
C 0.298 -3.749 -0.957
O -0.869 -3.154 -1.472
H 1.036 -3.011 -0.640
H 0.111 -4.333 -0.057
H 0.695 -4.471 -1.671
H -1.067 -2.367 -0.959
C -4.427 -1.434 0.491
O -3.360 -2.389 0.493
H -5.331 -1.863 0.923
H -4.144 -0.585 1.113
H -4.703 -1.037 -0.486
H -2.559 -1.867 0.412
C -1.588 -0.072 -3.116
O -1.401 1.214 -2.466
H -0.668 -0.656 -3.120
H -2.330 -0.763 -2.715
H -1.767 0.042 -4.185
H -2.295 1.566 -2.469
C 3.301 1.673 -0.855
O 2.081 2.341 -0.665
H 4.003 2.130 -1.553
H 3.836 1.569 0.088
H 3.178 0.661 -1.240
H 2.357 3.095 -0.139
C -0.485 -3.395 2.798
O 0.820 -2.987 2.464
H -0.542 -4.282 3.428
H -0.958 -2.630 3.413
H -1.136 -3.550 1.938
H 0.765 -2.105 2.087
C -1.184 4.557 -1.810
O -0.724 3.525 -0.921
H -0.381 5.221 -2.131
H -1.669 4.136 -2.690
H -1.917 5.169 -1.283
H -1.267 3.680 -0.144
C -2.749 -0.365 3.436
O -3.836 0.521 3.538
H -2.270 -0.404 4.414
H -2.964 -1.407 3.201
H -2.076 -0.116 2.615
H -4.127 0.457 4.451
```

## Properties
total charge = -1
<S²> = 8.757
F_max = 6.6 eV/Å
LUMO energy (alpha / beta) = 0.0719 / 0.0559 Ha
HOMO energy (alpha / beta) = -6.753 / -6.723 eV
multiplicity = 6
frontier orbital gap (alpha / beta) = 8.71 / 8.24 eV

***

No. 2
An isolated molecule of C3H7NO2S. Source: OMol25; level of theory: ωB97M-V/def2-TZVPD.

Geometry as XYZ:
```
14
Properties=species:S:1:pos:R:3
O 0.448 0.114 1.798
C -0.161 -0.863 1.453
O -0.382 -2.000 2.129
N -0.768 -0.886 0.187
C -0.653 0.312 -0.609
C 0.748 0.555 -1.132
S 1.284 2.260 -1.466
H 0.402 -2.243 2.637
H -1.187 -1.765 -0.060
H -1.338 0.180 -1.453
H -0.939 1.209 -0.009
H 1.492 0.396 -0.302
H 0.970 -0.202 -1.884
H 0.085 2.933 -1.290
```

## Properties
SMILES = O=C(O)NCCS
total charge = 0
F_max = 2.9 eV/Å
LUMO energy = 0.0209 Ha
HOMO energy = -8.860 eV
frontier orbital gap = 9.43 eV

***

No. 3
An isolated molecule of C3H5N3. Source: OMol25; level of theory: ωB97M-V/def2-TZVPD.

Geometry as XYZ:
```
11
Properties=species:S:1:pos:R:3
C 0.488 0.285 1.519
N 0.183 -0.152 0.147
C -1.133 -0.657 -0.331
C -1.012 -0.260 -1.632
N 0.098 0.566 -1.896
N 0.830 0.701 -0.903
H 1.570 0.423 1.602
H -0.020 1.224 1.737
H 0.136 -0.497 2.190
H 0.519 -1.122 0.025
H -1.660 -0.513 -2.458
```

## Properties
total charge = 0
F_max = 0.8 eV/Å
LUMO energy = 0.0139 Ha
HOMO energy = -9.274 eV
frontier orbital gap = 9.65 eV

***

No. 4
A cluster of 2 separate species, C4H10O2 in total. Source: OMol25; level of theory: ωB97M-V/def2-TZVPD.

Geometry as XYZ:
```
16
Properties=species:S:1:pos:R:3
C -1.311 -3.709 1.156
C -0.528 -2.766 0.297
O -1.040 -1.859 -0.310
H -0.903 -3.784 2.154
H -1.309 -4.679 0.659
H -2.336 -3.371 1.221
H 0.561 -2.882 0.161
C -0.070 2.901 -0.559
C 1.089 1.943 -0.714
O 2.309 2.518 -0.234
H -1.044 2.466 -0.737
H -0.049 3.260 0.476
H 0.053 3.799 -1.172
H 1.221 1.689 -1.744
H 0.974 1.046 -0.108
H 2.382 3.430 -0.546
```

## Properties
SMILES = CC=O.CCO
total charge = 0
F_max = 1.0 eV/Å
LUMO energy = 0.0379 Ha
HOMO energy = -9.966 eV
frontier orbital gap = 11.00 eV

***

No. 5
A structure of composition C37H46N6OP2STc. Source: OMol25; level of theory: ωB97M-V/def2-TZVPD.

Geometry as XYZ:
```
94
Properties=species:S:1:pos:R:3
Tc -9.232 -19.445 5.847
C -12.377 -19.441 7.267
P -10.767 -20.272 7.717
C -10.443 -20.156 9.508
C -11.300 -22.004 7.824
C -11.491 -22.542 6.456
P -10.229 -21.704 5.392
C -8.898 -23.009 5.324
C -11.105 -22.034 3.771
H -12.639 -19.760 6.248
H -12.291 -18.352 7.279
H -13.166 -19.784 7.955
H -10.865 -20.992 10.045
H -10.807 -19.184 9.867
H -9.375 -20.172 9.619
H -12.192 -21.920 8.457
H -10.569 -22.577 8.373
H -12.483 -22.365 6.042
H -11.343 -23.631 6.487
H -9.363 -24.000 5.068
H -8.310 -23.062 6.262
H -8.156 -22.777 4.549
H -11.252 -23.133 3.801
H -10.597 -21.697 2.861
H -12.100 -21.554 3.785
C -6.583 -13.111 7.682
C -5.488 -14.115 7.435
C -4.139 -13.728 7.440
C -3.109 -14.673 7.363
C -3.403 -16.047 7.150
C -4.754 -16.442 7.075
C -5.780 -15.476 7.162
N -7.141 -15.876 7.083
C -7.644 -16.888 6.368
N -7.055 -17.032 5.162
C -7.095 -18.050 4.223
C -7.941 -19.132 4.289
C -7.848 -20.050 3.250
C -6.925 -19.982 2.235
C -6.029 -18.903 2.193
C -6.121 -17.884 3.161
C -5.201 -16.722 3.145
N -8.648 -17.627 6.816
C -9.154 -17.260 8.109
C -8.478 -17.676 9.263
C -8.752 -17.111 10.522
C -9.749 -16.130 10.669
C -10.429 -15.727 9.528
C -10.170 -16.289 8.258
C -10.949 -15.775 7.107
H -6.203 -12.113 7.859
H -7.163 -13.395 8.588
H -7.317 -13.077 6.843
H -3.924 -12.658 7.630
H -2.090 -14.314 7.464
H -2.610 -16.793 7.021
H -5.002 -17.471 6.874
H -7.700 -15.501 7.820
H -6.446 -16.240 4.863
H -8.543 -20.880 3.214
H -6.997 -20.686 1.403
H -5.163 -18.788 1.552
H -4.626 -16.741 2.208
H -4.468 -16.731 3.991
H -5.787 -15.786 3.157
H -7.676 -18.396 9.158
H -8.082 -17.461 11.329
H -9.975 -15.709 11.652
H -11.272 -15.010 9.594
H -12.020 -15.773 7.312
H -10.834 -16.468 6.248
H -10.658 -14.723 6.812
N -5.655 -23.963 8.188
C -5.862 -22.804 8.101
N -5.920 -21.511 8.169
C -6.792 -20.937 7.439
N -7.595 -20.396 6.764
C -11.826 -16.516 3.327
S -10.312 -17.521 3.391
O -10.650 -18.314 4.776
C -10.571 -18.528 1.941
C -9.741 -18.461 0.830
C -10.084 -19.183 -0.309
C -11.242 -19.966 -0.344
C -12.080 -19.990 0.748
C -11.704 -19.300 1.927
H -12.627 -17.038 3.847
H -12.135 -16.311 2.259
H -11.615 -15.543 3.800
H -8.821 -17.854 0.839
H -9.419 -19.053 -1.150
H -11.435 -20.597 -1.194
H -12.961 -20.655 0.752
H -12.304 -19.333 2.871
```

## Properties
total charge = +2
<S²> = 3.784
F_max = 5.2 eV/Å
LUMO energy (alpha / beta) = -0.1963 / -0.3308 Ha
HOMO energy (alpha / beta) = -13.019 / -12.925 eV
multiplicity = 4
frontier orbital gap (alpha / beta) = 7.68 / 3.92 eV

***

No. 6
An isolated molecule of C2H5NO2S. Source: OMol25; level of theory: ωB97M-V/def2-TZVPD.

Geometry as XYZ:
```
11
Properties=species:S:1:pos:R:3
C -0.165 0.070 0.092
C 0.983 0.966 -0.367
N 0.228 -1.264 0.510
O -2.754 -0.755 -0.377
O -1.045 0.640 1.045
S -1.856 0.388 -0.380
H 1.311 0.720 -1.350
H 0.865 2.060 -0.123
H 1.691 0.543 0.353
H -0.463 -1.973 0.333
H 1.206 -1.395 0.263
```

## Properties
total charge = 0
F_max = 2.4 eV/Å
LUMO energy = 0.0276 Ha
HOMO energy = -9.164 eV
frontier orbital gap = 9.92 eV